Formula: C26H18Cl2O2S
Source: OMol25
Level of theory: ωB97M-V/def2-TZVPD

XYZ file:
```
49
C26H18Cl2O2S (ωB97M-V/def2-TZVPD)
Cl -5.970 0.247 3.144
C -4.276 0.239 2.882
C -3.581 -0.975 2.841
C -2.200 -0.981 2.605
C -1.526 0.220 2.403
S 0.259 0.194 2.008
C 1.116 0.299 3.508
Cl 2.718 -0.062 3.661
O 0.483 -1.097 1.393
O 0.448 1.409 1.243
C -2.208 1.433 2.471
C -3.588 1.445 2.711
H -4.115 -1.907 2.986
H -1.663 -1.924 2.561
H 0.634 0.896 4.276
H -1.681 2.372 2.322
H -4.129 2.384 2.756
C 6.026 -0.622 2.814
C 6.157 -0.534 4.250
C 5.953 0.703 4.907
C 6.347 0.875 6.229
C 6.889 -0.199 6.950
C 6.981 -1.463 6.351
C 6.611 -1.636 5.021
C 5.895 -1.863 2.079
C 6.316 -1.641 0.719
C 6.429 -2.695 -0.177
C 6.079 -3.983 0.254
C 5.592 -4.194 1.558
C 5.498 -3.139 2.474
C 6.681 -0.241 0.588
C 6.503 0.389 1.876
C 6.909 1.713 2.040
C 7.399 2.418 0.932
C 7.587 1.789 -0.311
C 7.233 0.444 -0.485
H 5.490 1.523 4.358
H 6.235 1.851 6.703
H 7.229 -0.056 7.977
H 7.351 -2.317 6.921
H 6.731 -2.609 4.546
H 6.790 -2.495 -1.188
H 6.182 -4.826 -0.430
H 5.287 -5.197 1.858
H 5.112 -3.298 3.480
H 6.847 2.187 3.016
H 7.650 3.475 1.035
H 8.015 2.347 -1.146
H 7.372 -0.078 -1.431
```

The value obtained for the total energy is -2470.4611 hartree. As for the spin multiplicity: 1. The LUMO energy comes out at -3.18 eV. Its frontier orbital gap is 2.8399 eV.

The molecule's Mulliken atomic charges, reported in e, are given here:
1 Cl -0.21
2 C 0.34
3 C -0.60
4 C -0.28
5 C 0.00
6 S 1.08
7 C -0.52
8 Cl -0.03
9 O -0.63
10 O -0.61
11 C -0.30
12 C -0.56
13 H 0.39
14 H 0.42
15 H 0.40
16 H 0.39
17 H 0.39
18 C -0.39
19 C 0.86
20 C -0.15
21 C -0.93
22 C -0.34
23 C -0.86
24 C -0.40
25 C 0.28
26 C 0.19
27 C -0.37
28 C -0.61
29 C -0.87
30 C -0.27
31 C -0.05
32 C 0.78
33 C -0.12
34 C -0.95
35 C -0.63
36 C -0.47
37 H 0.61
38 H 0.38
39 H 0.38
40 H 0.39
41 H 0.55
42 H 0.39
43 H 0.39
44 H 0.39
45 H 0.64
46 H 0.35
47 H 0.39
48 H 0.39
49 H 0.40



Formula: C26H18Cl6CoGeO2
Source: OMol25
Level of theory: ωB97M-V/def2-TZVPD

XYZ file:
```
54
C26H18Cl6CoGeO2 (ωB97M-V/def2-TZVPD)
Co -0.922 -1.754 1.489
Cl 2.992 -1.889 6.962
C 2.412 -2.058 5.327
C 3.306 -2.158 4.276
Cl 5.024 -2.161 4.578
C 2.818 -2.249 2.955
Cl 3.922 -2.423 1.620
C 1.457 -2.212 2.670
O 0.954 -2.278 1.463
C 0.524 -2.117 3.762
O -0.739 -2.094 3.463
C 1.027 -2.065 5.064
Cl -0.123 -2.020 6.369
C -0.864 0.049 0.972
Ge -0.279 0.737 -0.710
C -1.621 0.172 -2.047
C -2.589 0.980 -2.647
C -3.653 0.429 -3.357
C -3.775 -0.948 -3.475
C -2.829 -1.773 -2.877
C -1.771 -1.216 -2.170
C 0.024 2.683 -0.603
C 0.759 3.137 0.499
C 1.020 4.489 0.690
C 0.537 5.425 -0.218
C -0.198 4.997 -1.315
C -0.443 3.640 -1.507
C 1.435 0.023 -1.374
C 1.530 -0.663 -2.588
C 2.747 -1.171 -3.034
C 3.898 -0.982 -2.280
C 3.825 -0.288 -1.078
C 2.604 0.199 -0.629
H -1.422 0.777 1.568
H -2.530 2.058 -2.550
H -4.398 1.079 -3.801
H -4.614 -1.378 -4.007
H -2.932 -2.850 -2.940
H -1.057 -1.873 -1.680
H 1.120 2.416 1.229
H 1.597 4.812 1.548
H 0.730 6.480 -0.069
H -0.581 5.722 -2.025
H -1.003 3.329 -2.383
H 0.642 -0.807 -3.194
H 2.793 -1.720 -3.968
H 4.846 -1.383 -2.619
H 4.717 -0.143 -0.480
H 2.561 0.711 0.328
Cl -2.928 -2.441 0.961
C -4.519 -1.690 0.980
Cl -6.563 -3.180 0.832
H -4.711 -1.111 0.087
H -4.758 -1.248 1.935
```

The value obtained for the total energy is -7372.8243 hartree. As for the spin multiplicity: 4. Its expectation value of S² is 3.998. The LUMO energy (alpha / beta) comes out at 4.17 / 4.17 eV. Its net charge is -2. Its frontier orbital gap (alpha / beta) is 5.6989 / 6.2192 eV.

The molecule's Mulliken atomic charges, reported in e, are given here:
1 Co -0.20
2 Cl -0.25
3 C 0.19
4 C 0.14
5 Cl -0.26
6 C 0.26
7 Cl -0.20
8 C 0.36
9 O -1.02
10 C 0.58
11 O -0.99
12 C 0.14
13 Cl -0.23
14 C -0.57
15 Ge 1.47
16 C 0.20
17 C -0.22
18 C -0.69
19 C -0.43
20 C -0.87
21 C -0.36
22 C 0.32
23 C -0.58
24 C -0.69
25 C -0.39
26 C -0.64
27 C -0.11
28 C 0.29
29 C -0.09
30 C -0.63
31 C -0.44
32 C -0.74
33 C -0.34
34 H 0.62
35 H 0.09
36 H 0.38
37 H 0.35
38 H 0.35
39 H 0.60
40 H 0.34
41 H 0.38
42 H 0.35
43 H 0.36
44 H 0.20
45 H 0.33
46 H 0.37
47 H 0.35
48 H 0.42
49 H 0.16
50 Cl 0.10
51 C -0.67
52 Cl -0.72
53 H 0.31
54 H 0.33



Formula: C26H18F2N2O3S
Source: OMol25
Level of theory: ωB97M-V/def2-TZVPD

XYZ file:
```
52
C26H18F2N2O3S (ωB97M-V/def2-TZVPD)
C -1.944 5.580 0.182
C -1.669 4.860 1.355
C -0.669 3.888 1.353
C 0.073 3.668 0.182
C 1.272 2.775 0.261
C 2.219 2.679 -0.933
N 1.953 1.219 -1.579
C 1.586 0.086 -0.943
C 1.270 -1.109 -1.639
C 1.303 -1.128 -3.081
C 0.998 -2.317 -3.789
C 0.635 -3.479 -3.111
C 0.600 -3.481 -1.698
C 0.889 -2.314 -0.984
C 1.639 0.093 -3.692
C 1.957 1.202 -2.936
O 1.543 2.124 1.278
C -0.222 4.365 -0.996
C -1.218 5.339 -0.990
H -2.734 6.330 0.168
H -2.221 5.049 2.273
H -0.408 3.311 2.242
H 2.114 3.374 -1.788
H 1.547 0.086 0.147
H 1.057 -2.290 -4.884
H 0.381 -4.386 -3.664
H 0.343 -4.407 -1.165
H 0.822 -2.276 0.109
H 1.670 0.181 -4.778
H 2.229 2.154 -3.378
H 0.350 4.137 -1.895
H -1.417 5.894 -1.906
F 5.108 4.456 -1.887
C 4.800 3.133 -1.494
F 5.908 2.557 -0.871
S 3.531 3.504 -0.152
N 4.163 0.225 -0.235
C 4.523 -0.194 1.036
O 4.470 0.435 2.092
C 4.972 -1.626 0.862
C 5.050 -1.830 -0.499
C 5.182 -3.054 -1.110
C 5.359 -4.152 -0.253
C 5.392 -3.949 1.160
C 5.139 -2.685 1.741
C 4.656 -0.587 -1.186
O 4.725 -0.421 -2.416
H 4.638 2.486 -2.374
H 5.151 -3.054 -2.209
H 5.505 -5.149 -0.691
H 5.639 -4.801 1.799
H 5.100 -2.497 2.820
```

The value obtained for the total energy is -1934.6326 hartree. As for the spin multiplicity: 1. The LUMO energy comes out at -1.25 eV. Its frontier orbital gap is 6.4660 eV. The value obtained for the energy above the lowest of the compared OMol25 structures with the same formula, charge and spin is 136.5 kJ/mol.

The molecule's Mulliken atomic charges, reported in e, are given here:
1 C -0.37
2 C -0.58
3 C -0.38
4 C 0.31
5 C -1.04
6 C 0.91
7 N 0.60
8 C -0.46
9 C 0.48
10 C 1.15
11 C -0.88
12 C -0.44
13 C -0.69
14 C -0.42
15 C -1.12
16 C -0.20
17 O -0.56
18 C -0.21
19 C -0.73
20 H 0.38
21 H 0.38
22 H 0.45
23 H 0.66
24 H 0.43
25 H 0.39
26 H 0.41
27 H 0.39
28 H 0.45
29 H 0.42
30 H 0.52
31 H 0.29
32 H 0.39
33 F -0.31
34 C 0.46
35 F -0.22
36 S -0.21
37 N 0.21
38 C -0.14
39 O -0.71
40 C 0.25
41 C 0.45
42 C -0.64
43 C -0.55
44 C -0.40
45 C -0.49
46 C 0.29
47 O -0.76
48 H 0.19
49 H 0.44
50 H 0.38
51 H 0.37
52 H 0.45



Formula: C26H19BCdF4N9OS
Source: OMol25
Level of theory: ωB97M-V/def2-TZVPD

XYZ file:
```
62
C26H19BCdF4N9OS (ωB97M-V/def2-TZVPD)
Cd 0.226 1.412 1.320
C 3.949 3.600 -0.169
C 2.608 3.540 0.174
N 1.839 2.542 -0.238
C 2.399 1.582 -0.969
C 3.769 1.613 -1.233
N 4.536 2.626 -0.858
C 1.529 0.474 -1.421
C 1.909 -0.349 -2.469
C 1.133 -1.453 -2.796
C -0.009 -1.671 -2.039
C -0.371 -0.761 -1.057
N 0.378 0.306 -0.767
C -1.656 -0.946 -0.343
C -2.151 -2.212 -0.024
N -3.388 -2.377 0.424
C -4.127 -1.286 0.587
C -3.608 -0.018 0.361
N -2.377 0.148 -0.106
C 1.501 -2.336 -3.926
C 2.808 -2.427 -4.401
C 3.081 -3.236 -5.491
N 2.164 -3.959 -6.125
C 0.920 -3.889 -5.662
C 0.542 -3.102 -4.587
H 4.576 4.431 0.130
H 2.139 4.287 0.801
H 4.265 0.791 -1.734
H 2.805 -0.123 -3.027
H -0.619 -2.549 -2.191
H -1.528 -3.095 -0.088
H -5.152 -1.435 0.906
H -4.185 0.877 0.555
H 3.619 -1.902 -3.917
H 4.093 -3.311 -5.876
H 0.185 -4.493 -6.184
H -0.496 -3.074 -4.287
N 2.361 -0.594 4.403
C 1.508 0.290 3.799
S 2.243 1.575 2.875
N 0.236 0.090 3.986
N -0.594 0.886 3.253
C -1.781 1.079 3.689
C -2.746 1.950 3.057
C -4.059 1.905 3.548
C -5.069 2.694 3.044
C -4.761 3.605 2.028
C -3.483 3.694 1.532
C -2.417 2.870 1.999
O -1.256 2.995 1.463
H 3.277 -0.606 3.989
H 1.963 -1.508 4.563
H -2.064 0.587 4.622
H -4.280 1.213 4.356
H -6.077 2.616 3.432
H -5.536 4.255 1.635
H -3.235 4.402 0.750
F 0.476 -3.119 0.695
B 1.701 -2.464 0.949
F 1.419 -1.097 1.274
F 2.490 -2.481 -0.221
F 2.378 -3.063 2.010
```

The value obtained for the total energy is -2560.8763 hartree. As for the spin multiplicity: 1. The LUMO energy comes out at 1.36 eV. Its net charge is -1. Its frontier orbital gap is 5.9025 eV.

The molecule's Mulliken atomic charges, reported in e, are given here:
1 Cd 1.59
2 C -0.32
3 C -0.33
4 N -0.33
5 C 0.11
6 C -0.33
7 N -0.67
8 C 0.36
9 C -0.71
10 C 1.22
11 C -0.45
12 C 0.15
13 N -0.79
14 C 0.30
15 C -0.39
16 N -0.71
17 C -0.55
18 C -0.22
19 N -0.36
20 C 0.68
21 C -0.61
22 C -0.39
23 N -0.66
24 C -0.40
25 C -0.44
26 H 0.41
27 H 0.44
28 H 0.54
29 H 0.72
30 H 0.51
31 H 0.58
32 H 0.42
33 H 0.46
34 H 0.46
35 H 0.37
36 H 0.37
37 H 0.39
38 N -0.51
39 C 0.52
40 S -0.64
41 N -1.18
42 N 0.73
43 C -0.76
44 C 0.76
45 C -0.62
46 C -0.65
47 C -0.46
48 C -0.46
49 C 0.55
50 O -0.82
51 H 0.25
52 H 0.28
53 H 0.30
54 H 0.33
55 H 0.38
56 H 0.34
57 H 0.37
58 F -0.32
59 B 0.24
60 F -0.34
61 F -0.38
62 F -0.37



Across the entries above, molar mass takes the values 465.40 706.69 476.50 704.78 g mol⁻¹, respectively.